Entry 1:
Molecular formula: C37H71NO2P2SSi3Ti
Method: DFT, ωB97M-V/def2-TZVPD

Properties
* expectation value of S²: 0.756
* energy: -4456.5966 hartree
* HOMO-LUMO gap (spin up / spin down): 0.1612 / 0.1621 hartree
* spin multiplicity: 2
* charge: -1
* energy above the lowest of the compared OMol25 structures with the same formula, charge and spin: 131.86 kJ/mol
* HOMO energy (spin up / spin down): -2.332 / -2.357 eV

Geometry as XYZ:
```
118
Properties=species:S:1:pos:R:3:forces:R:3
Ti 0.475520 0.048245 -0.134835 0.4170 0.6025 0.0776
C -5.237570 1.549628 -0.242522 -0.0456 0.0094 -0.0589
C -3.832725 1.762264 0.323326 0.1413 -0.0110 -0.0314
C -3.842247 2.824750 1.408413 -0.0037 0.0605 0.0478
P -1.924949 1.858173 -0.639146 -0.2586 -0.0112 0.2441
C -2.218612 3.606807 -1.354360 0.0302 0.0023 -0.0470
C -3.534527 3.905281 -2.081664 -0.0051 -0.0039 -0.0382
C -1.100165 4.210826 -2.204231 0.0328 -0.0065 -0.0121
C -2.443330 0.512538 -1.783875 -0.0451 0.0395 -0.0693
C -3.153369 0.745125 -2.960695 -0.0002 -0.0267 0.0061
C -3.416945 -0.258649 -3.880350 0.0007 -0.0029 0.0199
C -2.948929 -1.537901 -3.629279 -0.0042 0.0095 -0.0053
C -2.249414 -1.789913 -2.461479 0.0050 -0.0548 -0.0118
C -2.001854 -0.791774 -1.513740 0.0521 0.0376 -0.0462
N -1.255220 -1.056994 -0.317506 -0.4512 -0.4134 -0.0666
C -1.754405 -2.068063 0.502989 0.0517 0.1032 -0.0408
C -2.842100 -2.905366 0.169264 -0.0559 -0.0419 0.0134
C -3.255268 -3.938279 0.992207 -0.0042 0.0192 -0.0319
C -2.642814 -4.180872 2.212090 0.0134 0.0216 0.0399
C -1.653282 -3.298625 2.616726 0.0235 -0.0211 -0.0363
C -1.217358 -2.258767 1.805900 -0.0152 -0.0804 0.0296
P -0.213947 -0.883116 2.416250 -0.0033 0.0457 -0.1114
C -1.608781 0.260805 2.920188 -0.0053 -0.0074 0.0923
C -1.193239 1.342638 3.913341 0.0263 0.0220 0.0094
C -2.869989 -0.434230 3.423025 -0.0420 -0.0040 -0.0035
C 0.544352 -1.481167 4.008461 -0.0112 0.0127 0.0148
C 1.459662 -2.686218 3.779452 0.0216 0.0088 0.0049
C 1.369243 -0.370175 4.690033 -0.0202 0.0008 -0.0225
H -5.917117 1.101935 0.500154 0.0252 0.0033 0.0110
H -5.713393 2.487607 -0.549210 0.0180 0.0093 -0.0002
H -5.233290 0.884058 -1.110768 0.0218 0.0036 0.0169
H -3.558037 0.805143 0.793189 -0.0475 -0.0033 0.0094
H -4.233725 3.775089 1.022710 0.0058 -0.0181 -0.0010
H -4.451948 2.569488 2.290244 0.0056 -0.0239 -0.0306
H -2.819292 3.015281 1.769078 -0.0236 -0.0124 -0.0247
H -2.264597 4.168668 -0.413597 0.0001 -0.0066 0.0211
H -3.441703 3.720631 -3.155502 0.0022 -0.0106 0.0175
H -4.367334 3.325506 -1.703321 -0.0288 -0.0211 0.0189
H -3.779536 4.968050 -1.973448 0.0071 -0.0085 0.0098
H -0.933747 3.614051 -3.103608 -0.0199 0.0039 0.0138
H -1.385882 5.223820 -2.514622 -0.0016 -0.0041 0.0114
H -0.144941 4.274488 -1.686590 -0.0186 0.0128 -0.0065
H -3.505996 1.741258 -3.173091 -0.0042 0.0171 0.0023
H -3.969485 -0.035464 -4.785608 0.0028 -0.0068 -0.0035
H -3.111441 -2.339881 -4.339941 -0.0034 0.0006 -0.0023
H -1.879664 -2.789182 -2.288214 -0.0309 0.0690 -0.0070
H -3.387430 -2.743491 -0.746114 0.0117 0.0112 0.0270
H -4.084131 -4.557014 0.666705 0.0034 -0.0053 0.0058
H -2.960931 -4.993073 2.852843 0.0002 -0.0014 -0.0035
H -1.239948 -3.404547 3.612447 0.0277 -0.0051 0.0092
H -1.832108 0.759225 1.970658 0.0087 -0.0084 -0.0209
H -1.143446 0.948985 4.930879 0.0065 -0.0268 0.0151
H -0.229733 1.783971 3.665627 0.0171 -0.0070 -0.0081
H -1.949063 2.134005 3.911328 0.0202 -0.0056 0.0024
H -2.669419 -1.041626 4.312389 -0.0038 0.0127 -0.0082
H -3.610446 0.324100 3.695312 0.0086 0.0018 0.0025
H -3.316193 -1.081065 2.668309 0.0001 0.0214 0.0213
H -0.276237 -1.777129 4.670511 0.0347 -0.0072 0.0285
H 1.822820 -3.052438 4.743776 -0.0109 -0.0078 0.0030
H 2.332193 -2.387583 3.192781 -0.0231 0.0058 0.0345
H 0.976417 -3.507668 3.254854 -0.0162 0.0053 0.0012
H 2.253627 -0.804475 5.162878 -0.0248 -0.0011 0.0239
H 1.719358 0.373284 3.972721 0.0074 -0.0172 -0.0324
H 0.808298 0.152761 5.460535 -0.0391 0.0399 -0.0033
C 3.606875 1.012551 2.000130 -0.0042 -0.0130 -0.0061
O 2.935185 0.380923 0.943773 0.0167 0.0604 -0.0634
Si 3.646460 -0.591171 -0.228402 -0.0280 -0.0056 -0.0140
C 4.591696 -1.898187 0.757036 0.0112 0.0133 0.0421
C 5.052321 0.416274 -0.983346 0.0662 0.0095 -0.0045
C 2.215492 -1.067200 -1.261756 0.0012 -0.1648 -0.0289
Si 2.320086 -0.382014 -3.002723 -0.0667 0.0054 0.0714
C 2.767377 1.461173 -3.117323 0.0032 0.0669 0.0109
C 3.701702 -1.196433 -4.029959 0.0112 0.0095 -0.0368
C 0.795116 -0.683092 -4.071235 -0.0208 -0.0410 -0.0114
Si 2.044001 -2.927803 -1.243994 -0.0331 0.1028 0.0076
C 3.515161 -3.866907 -2.009056 0.0209 -0.0314 0.0261
C 1.842273 -3.586372 0.518066 -0.0072 -0.0173 0.0127
C 0.557891 -3.656991 -2.132028 -0.0167 -0.0320 -0.0187
H 3.977974 0.285720 2.731918 0.0023 -0.0018 -0.0112
H 2.903131 1.679196 2.501621 -0.0112 -0.0095 0.0040
H 4.457156 1.608071 1.645148 -0.0061 -0.0084 -0.0096
H 5.399957 -1.384028 1.288798 -0.0014 -0.0256 -0.0068
H 5.052015 -2.664356 0.131021 -0.0165 -0.0023 -0.0138
H 3.971891 -2.400058 1.500819 0.0198 0.0307 -0.0295
H 5.761710 0.664979 -0.186621 -0.0025 0.0101 -0.0246
H 4.745189 1.342481 -1.469252 0.0065 -0.0734 0.0448
H 5.601050 -0.179555 -1.718013 -0.0186 0.0109 0.0098
H 2.806183 1.959625 -2.148757 -0.0230 -0.0423 -0.0264
H 3.737005 1.585421 -3.610032 -0.0185 0.0142 0.0117
H 2.008886 1.981833 -3.706212 0.0261 -0.0089 0.0026
H 4.678159 -1.184996 -3.538632 -0.0251 0.0137 -0.0051
H 3.797458 -0.640826 -4.970281 -0.0015 -0.0197 0.0233
H 3.469543 -2.230888 -4.287013 0.0002 -0.0196 0.0126
H -0.134261 -0.718977 -3.502704 0.0449 -0.0082 -0.0130
H 0.889573 -1.614666 -4.636655 -0.0002 -0.0052 0.0113
H 0.701955 0.130693 -4.797503 0.0093 -0.0215 0.0025
H 4.466639 -3.333532 -1.972794 -0.0163 0.0148 0.0251
H 3.317613 -4.104717 -3.056464 -0.0065 0.0142 -0.0096
H 3.638582 -4.817966 -1.479077 0.0105 0.0238 -0.0243
H 2.725175 -4.124503 0.871406 -0.0252 0.0110 0.0143
H 0.986015 -4.265374 0.568028 0.0218 -0.0003 -0.0058
H 1.640990 -2.773910 1.216927 -0.0030 -0.0341 -0.0950
H 0.322378 -3.210622 -3.098008 0.0132 0.0057 0.0131
H -0.318047 -3.580795 -1.485257 0.0548 0.0103 -0.0183
H 0.759300 -4.723549 -2.283990 -0.0033 0.0159 -0.0001
C -0.050866 1.490064 -1.542190 0.3519 -0.1824 -0.0532
H 0.664652 2.325692 -1.514379 -0.0469 0.0328 -0.0056
H -0.199678 1.251645 -2.598647 -0.0392 0.0282 0.0276
C 0.163227 4.139077 2.303083 0.0187 0.0757 0.0477
S 0.397335 3.231880 0.779899 -0.0699 -0.2490 -0.0016
C 2.040081 3.861407 0.409805 0.0978 0.0561 -0.0293
O 0.690490 1.811528 1.229516 -0.0174 0.0911 0.0186
H 0.929369 3.854676 3.025518 -0.0177 -0.0006 -0.0088
H -0.828585 3.899218 2.679202 0.0078 -0.0017 0.0040
H 0.224792 5.204192 2.072715 -0.0150 -0.0250 0.0055
H 1.965324 4.893445 0.063362 -0.0127 -0.0182 0.0210
H 2.419855 3.230233 -0.392429 0.0077 0.0231 0.0023
H 2.688911 3.783755 1.282661 -0.0327 -0.0068 -0.0178
```
Positions in Å, forces in eV/Å.


Entry 2:
Molecular formula: C37H72ClF9GaIN5O2S
Method: DFT, ωB97M-V/def2-TZVPD

Properties
* energy: -5856.9194 hartree
* HOMO-LUMO gap: 0.2746 hartree
* charge: -1
* HOMO energy: -5.717 eV

Geometry as XYZ:
```
129
Properties=species:S:1:pos:R:3:forces:R:3
O 3.201642 -2.034555 -2.356268 -1.6160 1.5773 -0.1774
S 2.959501 -0.781628 -3.089819 3.0251 -3.7087 -0.1534
O 4.207461 -0.423235 -3.754178 -1.9048 1.2948 0.1070
Cl 2.466519 0.628211 -1.665920 -0.0148 0.0593 -0.6935
C 1.574546 -1.095811 -4.287708 -0.6282 -0.6390 -0.7532
C 1.973394 -0.702114 -5.758094 0.2880 1.6177 0.4665
C 0.778740 -0.243447 -6.669244 -0.3518 -0.5486 -0.5188
C -0.590128 -1.014374 -6.436823 -0.0433 -0.1168 -0.8589
Ga -2.084606 0.318161 -5.994824 1.1020 0.1167 0.0522
I -2.695395 1.448636 -8.318632 0.0132 -0.1330 0.2642
C -1.446685 1.896034 -4.806373 -1.5366 0.0106 -0.4345
C -2.411267 2.972102 -4.579619 2.5796 1.2905 1.8147
C -1.987123 4.079712 -3.712904 1.4569 -1.8692 -0.3494
C -0.636987 4.000131 -3.121396 -1.3383 -1.7373 -1.8572
C 0.167897 2.850422 -3.486617 -0.1609 1.2003 0.7593
N -0.182356 1.807974 -4.291472 -1.4405 2.1525 0.7974
C -3.837224 -0.546265 -5.309171 0.4012 0.9152 -0.9958
F -4.900515 0.249085 -5.790806 0.6692 -0.9533 1.0267
F -3.986823 -1.793049 -5.949040 -0.1951 0.8718 1.3309
C -3.989644 -0.653463 -3.751867 -1.7775 -0.4945 -0.2580
F -3.685228 0.503102 -3.076275 -0.0692 -0.9433 -1.0244
F -5.352350 -0.894579 -3.499241 1.4875 0.0165 0.1958
C -3.173925 -1.817665 -3.077660 -0.1531 -0.6088 0.5558
F -1.842436 -1.808948 -3.447471 -1.6848 -0.1429 0.0826
F -3.772726 -3.021950 -3.393298 1.0215 1.3002 0.1195
C -3.165685 -1.746252 -1.491506 0.4892 0.6310 1.1171
F -4.369240 -1.417836 -0.955946 1.0293 -0.6384 -0.7423
F -2.280099 -0.795383 -1.049348 -1.0329 -1.1143 -0.7438
F -2.766497 -2.948126 -0.969816 -0.5747 1.5309 -0.7203
H 1.466994 -2.217062 -4.270908 0.3938 1.0882 0.5586
H 0.597703 -0.689242 -3.933432 1.0275 0.2152 -0.1866
H 2.564739 -1.530043 -6.214884 -0.5813 0.5412 0.3909
H 2.668876 0.182414 -5.673503 -0.5158 -0.9558 -0.2066
H 0.577265 0.861055 -6.630407 0.5569 -1.0060 0.3204
H 1.104980 -0.434947 -7.732812 -0.2242 0.2040 1.0372
H -0.532949 -1.877635 -5.726699 0.1381 0.7165 -0.4642
H -0.876452 -1.458800 -7.434614 0.1156 0.2958 1.0661
H -3.425438 2.978622 -5.036177 1.0161 -0.1806 0.3004
H -2.645283 4.947982 -3.498313 0.4922 -0.7463 -0.1616
H -0.216053 4.761349 -2.434871 -0.4551 -0.5532 -0.6488
H 1.198590 2.811623 -3.046463 -0.9951 -0.0700 -0.4997
C -1.709361 4.715090 0.951791 -0.0392 0.0421 0.0814
C -0.393710 5.464549 0.788003 -0.0835 -0.1801 0.1208
N -0.496666 6.900028 1.001032 -0.0133 0.3329 -0.1845
C 0.694536 7.627891 0.585366 0.0391 -0.0054 -0.2017
C 1.991167 7.349014 1.345865 0.2651 0.0928 0.0338
C -1.071398 7.317827 2.271024 -0.2694 -0.1666 0.0599
C -0.381194 6.845615 3.554479 -0.0223 0.1123 0.2285
H -2.478654 5.119018 0.289903 0.0404 0.0330 0.0486
H -1.568257 3.662708 0.697356 0.0284 0.0520 -0.0125
H -2.077870 4.753746 1.979330 -0.0131 0.0062 -0.0341
H -0.052892 5.286973 -0.236238 0.1262 0.2123 0.0611
H 0.356956 5.007552 1.449596 0.0324 -0.1012 -0.0148
H 0.488960 8.702936 0.616479 -0.1388 -0.0609 0.1157
H 0.870421 7.409343 -0.473949 -0.1057 -0.1354 0.0468
H 1.996619 7.822672 2.327921 -0.0092 -0.0982 0.0210
H 2.840571 7.761569 0.793402 -0.0512 -0.0132 -0.0118
H 2.176754 6.280464 1.471794 -0.0302 0.0349 0.0475
H -2.112082 6.980028 2.301839 0.0762 -0.0972 -0.0807
H -1.146399 8.409591 2.290296 0.1672 -0.0252 -0.1730
H -0.092395 5.793570 3.513403 0.0160 0.0313 -0.0511
H -1.064664 6.962603 4.400420 0.0074 -0.0143 -0.0325
H 0.503649 7.440643 3.780053 0.0538 -0.1248 -0.0167
C 0.073857 -2.935281 4.011558 0.0185 -0.0837 -0.0004
C 0.097992 -2.284171 2.634579 -0.0303 -0.1466 0.0466
N 1.366325 -2.425310 1.938699 0.2606 0.2168 0.0063
C 1.469107 -1.582685 0.751721 0.0649 0.2214 -0.0594
C 0.517086 -1.873225 -0.406869 -0.1132 -0.1653 -0.1415
C 1.862533 -3.785090 1.780463 -0.0225 -0.1840 0.2619
C 0.972035 -4.785981 1.038414 0.1154 -0.1828 -0.1064
H 0.877087 -2.548943 4.643545 0.0228 -0.0441 -0.0731
H -0.875885 -2.718233 4.505829 0.0177 0.0033 -0.0472
H 0.167955 -4.021717 3.953049 0.0201 0.0313 0.0213
H -0.101437 -1.217636 2.781134 0.1099 0.0116 -0.2253
H -0.740879 -2.679463 2.042649 -0.1140 0.0128 0.0326
H 2.496789 -1.611041 0.377897 -0.0221 -0.1763 0.0892
H 1.315041 -0.542450 1.064214 -0.0772 -0.0727 0.1404
H 0.816877 -2.759918 -0.965258 -0.0166 -0.0028 0.0369
H 0.530109 -1.040398 -1.110987 -0.1033 -0.0528 0.0774
H -0.515246 -1.999097 -0.078182 0.1601 -0.0223 0.0668
H 2.071389 -4.190285 2.776411 -0.1057 0.0887 0.0228
H 2.842565 -3.755854 1.295271 -0.0997 0.2312 -0.0798
H -0.075827 -4.719763 1.338811 0.0322 0.0412 -0.0055
H 1.308012 -5.804145 1.254339 -0.0389 0.0219 0.0007
H 1.033188 -4.656922 -0.041722 -0.1153 0.0339 0.0331
C -2.294757 -5.703998 -1.099572 -0.0077 -0.1414 0.0781
C -2.448026 -7.215096 -0.995325 -0.0288 0.1918 -0.0325
N -1.852381 -7.785610 0.204159 0.2300 -0.2658 0.1146
C -1.768263 -9.239206 0.169266 0.1373 -0.0336 -0.1484
C -3.078710 -10.029700 0.146603 -0.0698 -0.2371 0.0618
C -2.293182 -7.217496 1.469865 0.0288 0.3485 -0.0150
C -3.788890 -7.272158 1.793387 -0.0970 -0.0106 0.2305
H -1.243847 -5.410391 -1.043388 -0.0505 -0.0256 0.0697
H -2.688505 -5.357844 -2.056938 -0.0131 -0.0361 0.0493
H -2.844750 -5.182411 -0.315935 0.0389 -0.0523 -0.0201
H -1.952822 -7.648865 -1.870042 0.0134 -0.2025 0.1596
H -3.514742 -7.468520 -1.083978 -0.0547 0.0167 -0.0736
H -1.164507 -9.583661 1.015254 -0.0504 0.1605 0.0623
H -1.189993 -9.519213 -0.718418 -0.0508 0.1520 -0.0390
H -3.560943 -10.045906 1.124017 -0.0511 0.0610 -0.0549
H -2.875741 -11.070791 -0.121080 0.0169 0.0473 -0.0053
H -3.787265 -9.640629 -0.586666 0.0358 0.0289 0.0396
H -1.977995 -6.169711 1.501082 -0.0286 -0.0467 -0.1399
H -1.736694 -7.686233 2.287569 0.0401 -0.1606 -0.1692
H -4.413200 -7.007308 0.938229 0.0543 -0.0101 -0.0059
H -4.015104 -6.561877 2.593396 0.0113 -0.0064 -0.0407
H -4.089225 -8.256598 2.152220 -0.0701 0.0111 -0.1034
C 2.170462 2.124232 3.803548 -0.0322 0.0165 0.0734
C 3.500362 2.851786 3.653541 -0.1210 -0.1163 0.0588
N 3.415978 4.287857 3.877279 0.0527 0.3258 -0.1693
C 4.619623 5.004720 3.474181 0.0105 -0.0104 -0.2274
C 5.913759 4.713890 4.237393 0.2035 0.1144 0.0511
C 2.837786 4.705913 5.146128 -0.2963 -0.1549 0.0413
C 3.511486 4.217487 6.431576 -0.0048 0.1199 0.2201
H 1.412923 2.548614 3.140248 0.0351 0.0459 0.0541
H 2.294236 1.071284 3.540916 0.0247 0.0427 0.0011
H 1.796260 2.160719 4.828960 -0.0193 0.0057 -0.0388
H 3.845273 2.679179 2.629261 0.1193 0.2051 0.0551
H 4.239161 2.376745 4.315329 0.0219 -0.0939 -0.0071
H 4.424579 6.081557 3.510336 -0.1418 -0.0598 0.1050
H 4.797713 4.789576 2.414642 -0.1023 -0.1243 0.0453
H 5.920782 5.184637 5.220598 -0.0134 -0.0924 0.0161
H 6.765220 5.123714 3.686754 -0.0521 -0.0206 -0.0076
H 6.093881 3.644456 4.360148 -0.0449 0.0323 0.0033
H 1.792349 4.382077 5.167457 0.0707 -0.0877 -0.0805
H 2.777348 5.798480 5.171060 0.1571 -0.0264 -0.1774
H 3.785999 3.162030 6.386691 -0.0092 0.0289 -0.0475
H 2.823413 4.339013 7.272780 0.0116 -0.0164 -0.0346
H 4.402449 4.799219 6.667158 0.0474 -0.1171 -0.0165
```
Positions in Å, forces in eV/Å.